C24H30Cl3N4O6PPdS as an isolated structure in a non-equilibrium geometry. Source: the Open Molecules 2025 dataset; level of theory: ωB97M-V/def2-TZVPD.

Results
Gap between HOMO and LUMO (spin up / spin down) (Ha): 0.3164 / 0.2156
2S+1: 3
Net charge: +2
⟨S²⟩: 2.01

Structure (XYZ):
```
70
Properties=species:S:1:pos:R:3:lowdin_spin:R:1
Pd -0.02396 0.11563 -0.69591 1.53
Cl -2.77847 4.17106 1.37646 0.00
C -3.27850 2.94506 0.20794 0.00
Cl -4.41144 1.82467 0.94908 0.00
Cl -4.09297 3.74922 -1.15083 0.00
C -1.98986 2.19890 -0.26908 0.00
O -1.66849 1.18223 0.40323 0.08
O -1.37703 2.65463 -1.25194 0.00
N 5.74778 -3.88506 -0.76222 0.00
C 5.31169 -2.61724 -0.94093 0.00
O 5.99128 -1.62287 -0.79295 0.00
C 3.85565 -2.42800 -1.29993 0.01
C 3.52593 -1.38522 -2.15065 0.00
C 2.20112 -1.03114 -2.27978 0.01
N 1.20510 -1.63891 -1.59963 0.05
C 1.52605 -2.70727 -0.85593 0.01
C 2.82912 -3.13732 -0.68714 0.00
H 6.72450 -4.01849 -0.55624 0.00
H 5.21706 -4.68276 -1.05757 0.00
H 4.30417 -0.84259 -2.67452 0.00
H 1.89577 -0.22640 -2.93616 0.00
H 0.70761 -3.22320 -0.37247 0.00
H 3.03251 -3.98567 -0.04338 0.00
O -0.25172 -1.24317 1.04994 0.08
S 0.55237 -1.77972 2.24286 0.01
C 1.73064 -0.46297 2.76031 0.00
C 1.59635 0.73135 1.87421 0.00
C 0.97751 1.88227 2.30832 0.02
C 0.87030 2.99200 1.46151 0.02
C 1.32751 2.93368 0.16257 0.00
C 1.96269 1.77367 -0.29194 0.05
C 2.12044 0.68241 0.57398 0.04
C -0.59308 -1.82369 3.65922 0.00
C -0.97494 -0.50724 4.27386 0.00
C -1.87730 0.33726 3.63236 0.00
C -2.23202 1.54742 4.21532 0.00
C -1.68749 1.92289 5.43765 0.00
C -0.79318 1.08029 6.08479 0.00
C -0.44083 -0.13303 5.50462 0.00
H 2.70811 -0.93631 2.65931 0.00
H 1.54196 -0.22422 3.80659 0.00
H 0.59317 1.93647 3.32228 0.00
H 0.41902 3.90241 1.83207 0.00
H 1.23079 3.79245 -0.48890 0.00
H 2.43756 1.75975 -1.26336 0.00
H 2.76181 -0.14174 0.28741 0.00
H -0.07521 -2.47913 4.36540 0.00
H -1.45095 -2.35813 3.24664 0.00
H -2.30045 0.05189 2.67624 0.00
H -2.94186 2.19870 3.71524 0.00
H -1.97068 2.86451 5.89365 0.00
H -0.38258 1.35915 7.04875 0.00
H 0.24586 -0.79915 6.02089 0.00
N -2.39939 -2.50466 -4.91541 0.00
C -2.37445 -1.80189 -3.57536 0.00
P -1.65349 -0.12260 -3.91897 0.00
O -1.34878 -0.24332 -5.38656 0.00
O -0.55305 0.21150 -2.95200 0.04
C -2.97947 1.13270 -3.76183 0.00
N -2.32872 2.49057 -3.73988 0.00
H -1.93212 -3.40388 -4.91145 0.00
H -1.88728 -1.81236 -5.55359 0.00
H -3.33777 -2.63452 -5.27623 0.00
H -1.68077 -2.30956 -2.91377 0.00
H -3.36216 -1.79281 -3.12309 0.00
H -3.57382 1.02976 -2.85607 0.00
H -3.62171 1.06389 -4.63613 0.00
H -1.63314 2.58725 -4.47529 0.00
H -1.88256 2.60513 -2.80118 0.00
H -3.00976 3.23544 -3.83442 0.00
```



C24H30CoN3PS as an isolated structure. Source: the Open Molecules 2025 dataset; level of theory: ωB97M-V/def2-TZVPD.

Results
Gap between HOMO and LUMO (Ha): 0.2593
Net charge: +3

Structure (XYZ):
```
60
Properties=species:S:1:pos:R:3:lowdin_charge:R:1
Co 0.45140 0.04131 -0.92136 0.19
C 1.90222 2.21336 -2.04832 -0.11
C 0.47847 2.72498 -1.94718 -0.11
N -0.28942 1.87791 -0.97905 -0.12
C -1.75044 1.88111 -1.27722 -0.19
C -2.04526 1.07430 -2.53422 -0.32
S -0.87527 -0.31955 -2.65948 1.07
C 0.27014 0.21898 -3.99812 -0.31
C 1.72017 0.17422 -3.52853 -0.19
N 1.90105 0.72782 -2.15805 -0.11
H 2.42077 2.67241 -2.89275 0.15
H 2.45878 2.46035 -1.14228 0.13
H 0.47098 3.76556 -1.62026 0.15
H -0.03155 2.70002 -2.90655 0.11
H -0.18368 2.31420 -0.06741 0.10
H -2.25449 1.44591 -0.41656 0.10
H -2.10906 2.90673 -1.39198 0.15
H -3.05203 0.66088 -2.51191 0.11
H -1.95175 1.64791 -3.45418 0.10
H 0.12004 -0.45220 -4.84254 0.11
H -0.03534 1.21289 -4.31433 0.09
H 2.07510 -0.85708 -3.50940 0.12
H 2.34799 0.70744 -4.24628 0.15
H 2.81554 0.42133 -1.83517 0.14
N 1.07921 -1.88941 -1.06281 0.03
C 0.67493 -2.83278 0.00363 -0.28
C 1.09971 -4.14509 0.00356 0.01
C 0.65260 -4.98635 1.01927 0.00
C -0.20221 -4.52221 2.01394 -0.01
C -0.61206 -3.19736 2.02203 -0.02
C -0.15876 -2.34860 1.01428 -0.29
P -0.48810 -0.61072 0.93232 1.12
C -1.94074 -0.09498 1.79463 -0.37
C -3.17370 -0.37895 1.18737 -0.10
C -4.34578 -0.08766 1.86117 -0.03
C -4.29179 0.47674 3.13211 -0.01
C -3.07149 0.73885 3.74340 -0.02
C -1.88787 0.45006 3.08354 -0.06
C 1.01307 0.31921 1.35478 -0.34
C 2.28890 -0.28619 1.33852 -0.05
C 3.42128 0.43694 1.68104 -0.02
C 3.30010 1.75570 2.09697 0.01
C 2.04204 2.36385 2.17572 -0.01
C 0.91856 1.66317 1.80445 -0.09
H 0.68624 -2.25599 -1.93036 0.10
H 2.08912 -1.96291 -1.18422 0.13
H 1.75224 -4.52638 -0.77342 0.14
H 0.97067 -6.02050 1.02509 0.14
H -0.54492 -5.19669 2.78670 0.13
H -1.26938 -2.82757 2.79884 0.13
H -3.21686 -0.84642 0.20840 0.12
H -5.30174 -0.30806 1.40562 0.13
H -5.21152 0.70173 3.65600 0.13
H -3.04293 1.15592 4.74094 0.13
H -0.94113 0.61887 3.58032 0.12
H 2.38755 -1.34495 1.14091 0.11
H 4.39010 -0.04508 1.67509 0.13
H 4.18162 2.30906 2.39650 0.14
H 1.95238 3.37400 2.55337 0.14
H -0.05369 2.12995 1.92343 0.12
```



C24H30IrN2O4PS2 as an isolated structure. Source: the Open Molecules 2025 dataset; level of theory: ωB97M-V/def2-TZVPD.

Results
Gap between HOMO and LUMO (spin up / spin down) (Ha): 0.3127 / 0.1792
2S+1: 6
Net charge: +3
⟨S²⟩: 8.77

Structure (XYZ):
```
64
Properties=species:S:1:pos:R:3:lowdin_spin:R:1
Ir 0.63052 0.12717 -0.25754 2.66
C -0.12585 -1.43394 -3.04951 0.02
O -0.56280 -1.24464 -1.68227 0.11
C -1.98838 -1.04894 -1.55250 0.01
C -2.26694 0.42151 -1.56370 0.01
O -1.44734 0.93062 -0.48633 0.12
C -1.69357 2.27411 -0.01017 0.01
C -1.02848 2.31142 1.33164 0.01
O 0.36473 1.96859 1.16957 0.12
C 1.21434 3.13254 0.98775 0.01
H -0.64745 -2.29396 -3.46544 0.00
H 0.94002 -1.63877 -3.01596 0.01
H -0.32331 -0.54698 -3.65185 0.00
H -2.27153 -1.47708 -0.59181 0.00
H -2.52077 -1.57353 -2.34508 0.00
H -3.31966 0.61408 -1.35573 0.00
H -1.98530 0.91006 -2.49805 0.00
H -2.76661 2.44050 0.08545 0.00
H -1.27704 2.99402 -0.71694 0.00
H -1.46036 1.55049 1.98064 0.00
H -1.12740 3.28532 1.80952 0.00
H 1.06325 3.80323 1.83121 0.00
H 0.97986 3.64582 0.05487 0.00
H 2.24137 2.78802 0.97718 0.00
S 2.85391 0.35977 -4.05392 0.80
P 3.84823 1.00654 -2.41995 0.13
S 2.85332 0.53053 -0.58946 0.50
C 3.89036 2.76159 -2.57150 0.07
C 2.68545 3.47774 -2.67675 0.04
C 2.73386 4.84677 -2.84768 0.00
C 3.96822 5.49230 -2.91640 0.03
C 5.15686 4.77727 -2.82026 0.01
C 5.13203 3.40162 -2.65856 0.02
C 5.43262 0.25666 -2.22486 0.03
C 6.11598 0.41316 -1.01068 0.01
C 7.38215 -0.12422 -0.88568 0.00
C 7.95267 -0.82242 -1.94919 0.01
C 7.27098 -0.97411 -3.14937 0.00
C 6.00075 -0.43908 -3.29910 0.01
H 1.73130 2.96269 -2.63882 0.00
H 1.81891 5.41550 -2.94468 0.00
H 4.00193 6.56429 -3.05917 0.00
H 6.10710 5.28996 -2.88405 0.00
H 6.05608 2.84170 -2.60519 0.00
H 5.67624 0.95512 -0.18169 0.00
H 7.92820 -0.00116 0.03951 0.00
H 8.93815 -1.25428 -1.83620 0.00
H 7.72733 -1.50578 -3.97329 0.00
H 5.48005 -0.54555 -4.24050 0.00
N 1.34427 -4.46103 5.23579 0.00
C 1.67361 -4.57353 3.93385 0.00
O 2.23036 -5.51972 3.43171 0.00
C 1.33274 -3.40411 3.02092 0.02
C 1.23363 -3.70985 1.66623 0.01
C 0.98283 -2.70816 0.76474 0.02
N 0.84457 -1.42501 1.16188 0.15
C 0.94852 -1.11228 2.46965 0.03
C 1.18675 -2.07979 3.42098 0.00
H 1.55960 -5.23618 5.84588 0.00
H 0.84071 -3.68357 5.62411 0.00
H 1.36958 -4.73194 1.33924 0.00
H 0.88882 -2.91100 -0.29348 0.00
H 0.84293 -0.06903 2.73814 0.00
H 1.28223 -1.77449 4.45460 0.00
```



C24H30N10O6Tc as an isolated structure in a non-equilibrium geometry. Source: the Open Molecules 2025 dataset; level of theory: ωB97M-V/def2-TZVPD.

Results
Gap between HOMO and LUMO (spin up / spin down) (Ha): 0.2834 / 0.1867
2S+1: 4
Net charge: +4
⟨S²⟩: 3.78

Structure (XYZ):
```
71
Properties=species:S:1:pos:R:3:lowdin_spin:R:1
Tc -0.15790 -0.67900 0.34840 1.70
O -1.34890 2.80240 -1.66940 0.01
C -1.12140 1.88010 -0.80020 0.01
O -1.57290 0.73240 -0.84840 0.00
C -0.37670 2.27760 0.43160 0.02
C -0.30950 3.56740 0.94870 0.00
C -0.02600 3.73280 2.30390 0.02
C 0.02670 2.60910 3.12170 0.00
C 0.00310 1.34920 2.52660 0.01
N -0.06690 1.20920 1.18450 0.00
C -0.20440 0.02570 3.15030 0.03
O -0.18940 -0.21160 4.42160 0.02
O -0.48260 -0.89000 2.35100 0.03
H -1.94310 2.55240 -2.40310 0.00
H -0.50640 4.41670 0.31220 0.00
H 0.05690 4.72280 2.72850 0.00
H 0.06470 2.72180 4.19380 0.00
H -0.10860 0.53840 5.03410 0.00
N -0.85080 -2.64840 -0.43250 0.00
C -1.18530 -2.44760 -1.85630 0.01
C -1.40980 -3.76840 -2.60390 0.00
C -1.58040 -3.61470 -4.12600 0.00
C -2.45550 -4.69960 -4.78980 0.00
N -3.59330 -4.06790 -5.44270 0.00
C -4.73800 -4.63670 -5.84410 0.00
N -5.70800 -3.84420 -6.29110 0.00
N -4.94110 -5.94280 -5.74300 0.00
C -0.06970 -1.49750 -2.44070 0.01
O 0.21290 -1.47560 -3.60000 0.02
O 0.39830 -0.73280 -1.50420 0.11
H -0.24250 -3.46720 -0.35470 0.00
H -1.69870 -2.88900 0.08660 0.00
H -2.08980 -1.82570 -1.91570 0.00
H -2.31590 -4.20980 -2.17990 0.00
H -0.58160 -4.44990 -2.39720 0.00
H -0.59530 -3.61030 -4.58640 0.00
H -2.01760 -2.63720 -4.33020 0.00
H -2.82880 -5.40640 -4.04260 0.00
H -1.86030 -5.26130 -5.52110 0.00
H -3.43370 -3.11770 -5.75160 0.00
H -5.60790 -2.84220 -6.31970 0.00
H -6.58340 -4.21640 -6.62660 0.00
H -4.19160 -6.58950 -5.56260 0.00
H -5.81880 -6.34830 -6.03380 0.00
C 3.18590 0.27860 -0.35310 0.00
C 2.94690 -0.89730 0.51430 0.01
N 1.75920 -1.41390 0.84000 -0.01
C 2.00130 -2.53600 1.58730 0.00
C 3.34160 -2.70310 1.71520 0.00
N 3.93090 -1.65790 1.04850 0.00
C 5.35560 -1.46240 0.83950 0.01
N 6.15600 -1.76840 2.00390 0.13
N 5.91830 -2.83020 2.77120 -0.02
N 6.81630 -2.96370 3.63050 0.07
C 7.79330 -2.04880 3.46880 0.02
C 9.03440 -1.84350 4.07640 0.27
C 9.77920 -0.74310 3.68650 0.13
C 9.32570 0.10260 2.66910 0.04
C 8.09950 -0.08690 2.04660 0.27
C 7.35440 -1.20730 2.40090 0.04
H 2.24360 0.68460 -0.71110 0.00
H 3.76810 -0.01380 -1.22740 0.00
H 3.73360 1.06360 0.16790 0.00
H 1.21380 -3.12520 2.01190 0.00
H 3.91140 -3.45890 2.21850 0.00
H 5.53780 -0.41630 0.57400 0.00
H 5.68350 -2.10700 0.00560 0.01
H 9.43940 -2.58280 4.75520 0.01
H 10.74060 -0.55020 4.14060 0.00
H 9.93430 0.94430 2.37520 0.00
H 7.72370 0.65800 1.35890 0.01
```